Below is one molecule with the formula C18H29BrO4 at a distorted geometry, with properties calculated with ωB97M-V with the def2-TZVPD basis set.

Structure (XYZ):
```
52
C18H29BrO4 (ωB97M-V with the def2-TZVPD basis set)
C 4.3741 -1.9052 1.5067
C 3.9563 -0.8821 0.4436
C 3.4364 -1.5048 -0.8806
C 2.1215 -0.8931 -1.3843
C 2.1414 0.6472 -1.5283
C 0.8089 1.3494 -1.8589
C 0.0292 2.1191 -0.7498
C 0.8301 2.5532 0.4938
C -1.2905 1.3823 -0.4016
C -2.1587 2.0990 0.6622
C -3.1099 1.1307 1.3795
C -4.2123 0.5926 0.8511
C -4.2972 -0.0850 -0.4938
C -5.4916 0.6059 1.6888
O 1.7179 -1.3360 -2.7076
C 0.5238 -1.9895 -2.6892
O 0.1340 -2.6310 -3.5329
O -0.1163 -1.7119 -1.5034
C 0.9954 -1.6038 -0.6155
C 0.7578 -1.3396 0.8714
C -0.5078 -1.9431 1.4304
O -1.1918 -2.6973 0.9376
Br -0.9096 -1.3423 3.2802
H 3.5499 -2.2741 2.1210
H 5.0446 -1.3937 2.2043
H 4.9484 -2.7379 1.0988
H 3.2280 -0.1821 0.8571
H 4.8360 -0.2813 0.2060
H 4.1694 -1.2515 -1.6557
H 3.3977 -2.5942 -0.8544
H 2.7945 0.8125 -2.3905
H 2.6908 1.0469 -0.6742
H 1.0309 2.0739 -2.6460
H 0.1065 0.6563 -2.3215
H -0.3189 3.0483 -1.2129
H 0.4231 3.5141 0.8205
H 1.8730 2.7659 0.2587
H 0.7273 1.8884 1.3553
H -1.1364 0.3314 -0.1622
H -1.8642 1.4085 -1.3319
H -1.5834 2.5687 1.4620
H -2.7790 2.8636 0.1968
H -2.9145 0.8812 2.4200
H -3.6382 0.3399 -1.2489
H -5.3329 -0.0257 -0.8489
H -4.0886 -1.1523 -0.3894
H -6.3489 0.6192 1.0153
H -5.5551 -0.3090 2.2972
H -5.5077 1.4609 2.3536
H 1.3460 -2.6517 -0.6044
H 0.7668 -0.2632 1.0575
H 1.5941 -1.7774 1.4176
```

Values from the calculation:
Frontier orbital gap ... 8.21 eV
Multiplicity ... 1
Charge ... 0
Highest occupied orbital energy ... -7.73 eV
Lowest unoccupied orbital energy ... 0.48 eV

Mulliken population analysis, charges in e, atoms 1 to 6: -1.396 -0.438 -1.251 1.224 -0.949 -1.193